Record 1
This record from OMol25 describes an isolated molecule of C21H25N3O3S at a distorted geometry. The level of theory is wB97M-V/def2-TZVPD.

## Properties
HOMO level: -8.18 eV
frontier orbital gap: 8.3 eV
relative energy (zero: lowest compared OMol25 entry of this formula, charge and spin): 20.3289 eV
2S+1: 1

```
53
C21H25N3O3S | OMol25 | wB97M-V/def2-TZVPD
S 0.963 -2.318 1.568
O -5.245 -0.550 1.210
O 7.464 1.478 -0.039
O 7.792 -0.543 1.018
N -0.340 -2.044 -0.592
N -2.977 -1.193 -1.397
N 1.556 -0.760 -0.360
C -3.751 1.955 -0.943
C 5.635 0.145 0.079
C -1.332 -2.565 -0.152
C -4.706 1.914 1.595
C 0.828 -1.840 0.106
C 7.034 0.306 0.482
C 4.815 0.909 -0.424
C -3.768 3.247 -0.279
C -1.916 -0.380 -1.702
C 5.105 -1.119 0.400
C 2.904 -0.279 -0.188
C 3.360 0.886 -0.616
C -5.697 -0.392 2.544
C -4.283 3.043 0.940
C -4.330 0.748 -0.414
C 3.869 -1.496 0.283
C -4.155 -0.302 -1.406
C 8.856 1.979 0.395
C -0.639 -1.350 -1.922
C -4.763 0.600 0.767
C -2.640 -1.651 0.132
H -5.000 -0.334 3.284
H -1.024 -3.190 0.936
H -4.405 -0.344 -2.397
H -3.551 4.141 -0.390
H -3.329 -2.280 0.395
H -1.979 -0.079 -2.860
H 3.486 -2.392 0.468
H -6.032 -1.624 2.433
H 1.208 0.047 -1.079
H 5.191 2.162 -0.509
H 9.077 3.109 -0.014
H -6.602 0.084 2.916
H 9.234 1.837 1.355
H 9.496 1.301 -0.328
H -4.173 3.871 1.853
H -3.528 2.002 -2.004
H 0.170 -0.963 -2.288
H 6.026 -1.827 0.781
H -5.080 -1.094 -1.130
H -5.224 1.977 2.682
H -1.682 -3.421 -0.835
H -1.481 0.197 -1.230
H 2.787 1.526 -1.043
H -0.968 -2.137 -2.835
H -2.257 -0.998 0.757
```

Record 2
This record from OMol25 describes a structure of composition C8H5IrN2O5 at a distorted geometry. The level of theory is wB97M-V/def2-TZVPD.

## Properties
HOMO level (alpha / beta): -19.20 / -24.47 eV
frontier orbital gap (alpha / beta): 7.0 / 7.2 eV
⟨S²⟩: 8.775
relative energy (zero: lowest compared OMol25 entry of this formula, charge and spin): 2.1886 eV
2S+1: 6
total charge: +3

```
21
C8H5IrN2O5 | OMol25 | wB97M-V/def2-TZVPD
Ir 0.592 -0.486 -1.132
O 2.626 -1.943 0.829
O 2.421 2.075 -0.836
O 2.045 -1.532 -3.673
O -1.057 1.855 -2.639
O -1.334 -3.144 -0.836
N -1.221 1.587 2.164
N -0.332 0.241 0.710
C -0.703 -0.530 1.798
C -0.630 -2.239 -0.919
C 1.867 -1.463 0.109
C -1.269 0.317 2.715
C 1.796 1.117 -0.944
C -0.470 1.025 -2.055
C 1.472 -1.143 -2.751
C -0.642 1.508 0.943
H -0.549 -1.603 1.863
H -0.892 -0.539 -1.895
H -1.558 2.448 2.586
H -1.689 0.089 3.681
H -0.471 2.362 0.282
```

Record 3
This record from OMol25 describes a cluster of 2 separate species, CH7N2O in total at a distorted geometry. The level of theory is wB97M-V/def2-TZVPD.

## Properties
HOMO level: -16.00 eV
frontier orbital gap: 11.9 eV
relative energy (zero: lowest compared OMol25 entry of this formula, charge and spin): 0.5248 eV
2S+1: 1
total charge: +1

```
11
CH7N2O | OMol25 | wB97M-V/def2-TZVPD
O 0.473 -2.537 -0.618
N 0.406 0.036 0.388
N -0.479 2.185 0.303
C -0.519 0.890 0.059
H 1.187 0.280 0.980
H -1.480 0.479 -0.264
H 0.519 -0.830 -0.162
H 0.350 2.750 0.201
H -0.385 -2.813 -0.269
H -1.350 2.667 0.478
H 0.728 -3.246 -1.225
```

Record 4
This record from OMol25 describes a cluster of 6 separate species, C12H36O12 in total at a distorted geometry. The level of theory is wB97M-V/def2-TZVPD.

## Properties
HOMO level: -9.24 eV
frontier orbital gap: 9.5 eV
relative energy (zero: lowest compared OMol25 entry of this formula, charge and spin): 1.8501 eV
2S+1: 1

```
60
C12H36O12 | OMol25 | wB97M-V/def2-TZVPD
O 0.850 1.702 -1.151
O -1.834 2.765 3.036
O -1.529 -2.016 0.283
O -2.157 -1.257 -4.026
O -1.064 -5.105 1.741
O 3.338 2.805 -1.242
O -1.768 5.006 1.022
O -1.958 0.762 -1.741
O 5.976 4.514 0.278
O -2.107 -4.868 -0.810
O -0.214 -4.328 4.631
O 1.036 -1.702 0.217
C 0.751 0.719 -0.104
C -1.205 3.703 0.889
C -2.004 1.082 -3.061
C -0.735 3.149 2.272
C 5.211 3.320 0.173
C 3.981 3.814 -0.481
C -2.761 0.038 -3.947
C -2.232 -2.545 -0.835
C -3.065 -3.847 -0.598
C 0.644 -4.729 3.595
C 1.387 -0.607 -0.630
C 0.041 -4.288 2.213
H 4.135 4.630 -1.187
H 0.779 -4.104 1.432
H -0.114 2.274 2.078
H 1.344 1.092 0.731
H -3.889 -3.911 -1.310
H -2.360 2.100 -3.225
H -0.219 3.957 2.790
H 1.026 -0.799 -1.640
H -0.301 0.617 0.164
H 5.820 2.608 -0.384
H 3.255 4.276 0.188
H 5.010 2.838 1.130
H -2.440 3.483 2.841
H -3.789 -0.144 -3.633
H -1.423 5.546 0.308
H 3.825 2.726 -2.066
H 2.472 -0.529 -0.713
H -1.499 -2.568 -1.642
H -1.719 -5.047 0.050
H -0.965 1.122 -3.387
H -1.387 -1.280 -4.599
H -0.378 3.658 0.180
H -1.029 0.817 -1.505
H 0.078 -1.764 0.239
H 6.881 4.197 0.319
H -3.531 -3.861 0.387
H 1.758 1.915 -1.381
H -1.949 3.031 0.463
H 0.661 -5.817 3.665
H -2.934 -1.766 -1.133
H -0.344 -3.278 2.358
H -0.178 -3.385 4.805
H -2.273 -1.787 0.844
H -2.825 0.340 -4.992
H -1.732 -4.941 2.411
H 1.655 -4.332 3.692
```

Record 5
This record from OMol25 describes an isolated molecule of C4H4N4O3 at a distorted geometry. The level of theory is wB97M-V/def2-TZVPD.

## Properties
HOMO level: -9.94 eV
frontier orbital gap: 8.7 eV
relative energy (zero: lowest compared OMol25 entry of this formula, charge and spin): 1.2015 eV
2S+1: 1

```
15
C4H4N4O3 | OMol25 | wB97M-V/def2-TZVPD
O 0.388 -0.070 -3.410
O -0.329 -1.712 -1.706
O 1.196 2.374 0.072
N -0.822 -1.121 0.506
N 0.516 0.757 1.343
N 0.844 0.707 -2.287
N -0.798 -0.329 2.729
C 0.775 1.258 0.109
C -0.328 -0.297 1.511
C -0.300 -0.909 -0.791
C 0.367 0.404 -1.070
H 0.846 1.252 2.153
H -1.388 -1.963 0.701
H -0.708 0.456 3.350
H -0.260 -0.806 -3.211
```

Record 6
This record from OMol25 describes a cluster of 2 separate species, CH3NS2 in total at a distorted geometry. The level of theory is wB97M-V/def2-TZVPD.

## Properties
HOMO level: -8.58 eV
frontier orbital gap: 8.5 eV
relative energy (zero: lowest compared OMol25 entry of this formula, charge and spin): 3.3957 eV
2S+1: 1

```
7
CH3NS2 | OMol25 | wB97M-V/def2-TZVPD
S -0.305 -1.151 -0.002
S -2.873 0.523 0.001
N 1.167 -0.339 -0.055
C -1.302 0.319 -0.063
H 1.800 -0.027 0.665
H 1.689 -0.883 -0.749
H -0.176 1.559 0.204
```

Record 7
This record from OMol25 describes a structure of composition C21H43BO2P2Pd at a distorted geometry. The level of theory is wB97M-V/def2-TZVPD.

## Properties
HOMO level (alpha / beta): -3.99 / -7.82 eV
frontier orbital gap (alpha / beta): 4.7 / 6.0 eV
⟨S²⟩: 2.005
relative energy (zero: lowest compared OMol25 entry of this formula, charge and spin): 0.0000 eV
2S+1: 3

```
70
C21H43BO2P2Pd | OMol25 | wB97M-V/def2-TZVPD
Pd -0.522 -0.302 1.756
P 0.918 3.692 -3.361
P 1.054 0.836 -4.517
O -2.171 -2.341 3.207
O 0.127 -2.605 3.492
C 0.260 -4.593 4.796
C 1.606 0.059 -0.439
C -0.473 4.789 -3.903
C 0.606 -0.993 -0.046
C 1.696 3.526 -5.079
C -2.216 -4.730 3.281
C 2.719 0.101 -4.856
C -0.941 0.420 3.607
C -0.762 -0.971 -0.340
C 2.040 5.035 -2.774
C -3.053 -3.386 5.160
C 0.630 1.688 1.317
C -0.346 -2.457 5.842
C 1.219 2.250 -5.767
C 0.086 -0.280 -5.626
C -1.987 -3.454 4.088
C 1.838 1.227 0.571
C -0.494 -3.300 4.576
C -0.644 1.811 0.788
C -1.482 0.148 -1.035
C -1.014 1.582 -0.645
B -0.900 -1.861 2.927
H -2.165 -5.614 3.930
H 0.232 2.398 -6.232
H 3.037 4.612 -2.596
H 3.499 0.725 -4.404
H 2.789 3.518 -4.945
H 1.641 5.417 -1.826
H -0.941 5.214 -3.007
H -0.182 1.878 -1.294
H 2.751 -0.894 -4.397
H 0.723 -2.315 6.052
H 1.022 -1.938 0.328
H 2.586 0.890 1.303
H -0.784 -2.969 6.707
H -1.492 -4.844 2.469
H 2.111 5.857 -3.501
H -2.549 0.063 -0.786
H -1.222 4.201 -4.446
H 0.022 -1.262 -5.142
H 1.442 4.416 -5.675
H 2.899 0.012 -5.936
H 0.808 2.072 2.330
H 2.571 -0.459 -0.545
H -0.174 -5.138 5.639
H 0.238 -5.238 3.913
H 1.358 0.468 -1.425
H -1.847 2.259 -0.874
H -3.223 -4.704 2.841
H -0.801 -1.461 5.754
H -1.428 2.236 1.431
H -0.995 1.510 3.477
H -1.909 0.064 3.991
H 1.305 -4.375 5.039
H -4.044 -3.457 4.695
H 0.559 -0.386 -6.613
H -1.406 0.026 -2.124
H -0.110 5.603 -4.545
H 2.291 2.072 0.034
H -1.314 -1.910 -0.218
H -3.012 -2.457 5.732
H -2.949 -4.230 5.852
H -0.122 0.182 4.302
H 1.917 1.945 -6.562
H -0.927 0.125 -5.745
```

Record 8
This record from OMol25 describes an isolated molecule of C3H6O2 at a distorted geometry. The level of theory is wB97M-V/def2-TZVPD.

## Properties
HOMO level: -10.00 eV
frontier orbital gap: 10.6 eV
relative energy (zero: lowest compared OMol25 entry of this formula, charge and spin): 2.2331 eV
2S+1: 1

```
11
C3H6O2 | OMol25 | wB97M-V/def2-TZVPD
O 1.276 -1.010 -0.121
O -1.959 0.088 0.061
C 0.714 1.375 -0.133
C 0.404 -0.083 0.388
C -0.918 -0.505 -0.158
H -0.753 -1.529 -0.838
H 0.345 -0.017 1.556
H -0.299 2.015 -0.268
H 1.257 1.102 -1.209
H 1.595 1.907 0.347
H 2.123 -0.826 0.312
```

Record 9
This record from OMol25 describes the ion C11H10N3 with charge +1 at a distorted geometry. The level of theory is wB97M-V/def2-TZVPD.

## Properties
HOMO level (alpha / beta): -12.53 / -12.73 eV
frontier orbital gap (alpha / beta): 7.8 / 6.5 eV
⟨S²⟩: 2.022
2S+1: 3
total charge: +1

```
24
C11H10N3 | OMol25 | wB97M-V/def2-TZVPD
N -2.817 -1.452 0.034
N -2.791 -0.105 -0.005
N 1.355 0.523 0.010
C -4.021 0.626 -0.044
C 2.716 0.612 0.000
C 0.705 2.976 0.041
C -0.680 -0.795 0.018
C 0.632 1.686 0.008
C -1.549 0.304 -0.019
C 1.543 -1.856 -0.011
C -1.583 -1.893 0.046
C 2.911 -1.766 -0.024
C 3.510 -0.496 -0.013
C 0.735 -0.707 0.009
H 3.521 -2.655 -0.044
H 1.054 -2.817 -0.020
H -3.842 1.671 0.194
H -1.391 -2.946 0.084
H 4.582 -0.388 -0.016
H -4.710 0.189 0.677
H -4.470 0.549 -1.037
H 1.638 3.532 0.098
H 3.126 1.610 0.006
H -0.176 3.598 0.007
```

Record 10
This record from OMol25 describes a cluster of 3 separate species, C23H48Br2ClF3N3O4 in total at a distorted geometry. The level of theory is wB97M-V/def2-TZVPD.

## Properties
HOMO level: -10.20 eV
frontier orbital gap: 6.9 eV
2S+1: 1
total charge: +1

```
84
C23H48Br2ClF3N3O4 | OMol25 | wB97M-V/def2-TZVPD
Br -3.594 4.443 -0.435
Br -2.410 1.558 -4.190
Cl -5.965 -1.515 -0.867
F -1.243 3.285 -1.796
F -2.625 4.758 -3.065
F -4.668 3.108 -3.515
O 4.438 -5.218 -0.028
O -0.070 -5.805 0.114
O 0.966 6.130 -0.216
O 5.475 6.717 -0.358
N -3.375 -0.572 -0.151
N 3.403 4.491 0.386
N 2.367 -7.443 0.715
C 0.729 5.605 -1.516
C 5.384 6.039 0.896
C -4.255 1.380 -1.732
C -6.158 0.912 1.397
C 2.461 5.040 1.368
C -0.725 -0.920 0.372
C -0.307 -6.329 -1.187
C 1.038 5.112 0.790
C -2.688 3.639 -2.052
C 4.348 -5.895 1.225
C -3.542 2.435 -2.768
C -2.768 -1.379 -1.318
C -3.319 0.905 -0.473
C 4.300 7.421 -0.730
C 1.425 -6.894 1.698
C -2.279 -0.709 0.928
C -1.104 -1.399 -1.153
C 3.771 -7.320 1.123
C 4.807 4.615 0.793
C 0.002 -6.823 1.119
C -5.248 -0.409 1.735
C 3.264 -4.513 -0.400
C -4.630 -1.184 0.430
H 4.951 4.095 1.747
H -5.980 -1.188 2.266
H 1.716 -5.883 1.997
H 2.623 -5.150 -1.016
H 2.752 6.052 1.667
H -6.434 1.048 0.263
H 0.547 -6.914 -1.530
H -1.213 -6.946 -1.196
H -0.230 0.131 0.544
H 5.378 -5.989 1.586
H 4.864 6.653 1.639
H -2.384 -1.678 1.618
H -2.211 1.159 -0.748
H -4.320 -2.273 0.809
H 0.353 5.410 1.590
H -4.466 -0.104 2.552
H 3.828 -5.281 1.969
H -3.594 1.571 0.477
H 2.456 4.402 2.259
H -4.601 0.451 -2.397
H -0.177 4.989 -1.526
H -2.465 0.146 1.724
H -0.630 -2.494 -1.175
H -2.870 -0.946 -2.400
H 3.915 -7.840 2.076
H 3.659 6.785 -1.345
H 2.709 -4.130 0.460
H 6.414 5.945 1.257
H 3.745 7.805 0.131
H -0.502 -0.611 -1.815
H 4.595 8.273 -1.352
H 5.395 4.067 0.047
H 3.559 -3.662 -1.022
H -7.196 0.931 1.984
H -0.284 -1.695 1.129
H 3.280 4.980 -0.499
H -5.557 1.848 1.828
H -0.683 -6.524 1.920
H -0.452 -5.490 -1.871
H 0.707 4.134 0.418
H -0.329 -7.800 0.748
H 1.584 5.021 -1.859
H -2.994 -2.544 -1.308
H 0.584 6.444 -2.201
H 2.244 -6.955 -0.170
H 4.359 -7.867 0.376
H 1.420 -7.532 2.589
H -5.272 1.889 -1.379
```

Record 11
This record from OMol25 describes a structure of composition C36H39BaCl2PSb2 at a distorted geometry. The level of theory is wB97M-V/def2-TZVPD.

## Properties
HOMO level: -13.59 eV
frontier orbital gap: 8.3 eV
relative energy (zero: lowest compared OMol25 entry of this formula, charge and spin): 2.0080 eV
2S+1: 1
total charge: +2

```
81
C36H39BaCl2PSb2 | OMol25 | wB97M-V/def2-TZVPD
Ba 0.460 -0.297 0.452
Sb 3.264 -1.498 -0.524
Sb 0.250 -0.165 3.707
Cl -1.271 2.473 -0.738
Cl 0.445 1.341 -2.830
P -1.908 -1.403 -1.754
C -3.591 -0.812 -1.355
C 6.372 -3.208 1.962
C 7.258 -2.167 2.194
C 3.537 -0.904 -4.822
C 7.037 -0.920 1.623
C 3.075 -1.072 -3.525
C 4.897 -0.994 -5.086
C 2.717 1.210 7.645
C -4.709 -1.093 -2.135
C -6.113 0.112 -0.594
C 0.279 -2.983 4.908
C 0.550 -3.115 2.533
C -1.733 -2.728 -0.460
C 2.963 0.716 -0.131
C 5.256 -3.004 1.160
C 1.814 2.061 7.025
C -1.110 2.106 -2.472
C -3.753 -0.055 -0.194
C 5.337 -1.411 -2.758
C -2.137 -2.472 -3.225
C 2.185 -0.534 6.074
C 1.274 0.319 5.461
C 5.928 -0.712 0.815
C 3.976 -1.316 -2.491
C 0.810 -4.473 2.634
C 0.806 -5.092 3.877
C -5.962 -0.629 -1.755
C 0.517 -4.350 5.009
C 5.044 -1.760 0.576
C -5.003 0.398 0.192
C 2.444 1.101 1.364
C 2.900 -0.083 7.175
C 5.794 -1.253 -4.060
C 1.086 1.617 5.929
C 2.201 -0.236 2.312
C 0.316 -2.337 3.676
H 0.489 -2.747 1.506
H 6.852 -1.332 -4.271
H -1.903 1.420 -2.744
H 3.971 1.105 -0.238
H -4.619 -1.676 -3.041
H 2.838 -0.714 -5.626
H -2.555 -1.892 -4.048
H 8.129 -2.329 2.814
H 2.379 1.164 -0.956
H 0.078 -2.425 5.814
H 0.990 -5.054 1.738
H -5.114 0.979 1.098
H -0.782 -3.259 -0.581
H 7.731 -0.109 1.803
H 2.345 -1.538 5.705
H 0.486 -4.825 5.980
H 0.365 2.282 5.468
H 4.569 -3.825 0.988
H -2.795 -3.312 -3.003
H -1.168 -2.850 -3.549
H 5.259 -0.871 -6.098
H 1.667 3.066 7.398
H 1.527 1.739 1.321
H 2.006 -1.036 -3.334
H 3.071 -0.449 2.926
H 1.971 -1.171 1.742
H -2.892 0.193 0.429
H 3.600 -0.745 7.667
H -6.823 -0.855 -2.369
H 6.547 -4.179 2.405
H 6.044 -1.609 -1.962
H 1.004 -6.153 3.957
H 5.788 0.259 0.357
H -2.541 -3.457 -0.529
H 3.281 1.554 8.501
H -7.091 0.468 -0.302
H 3.177 1.721 1.871
H -1.162 3.039 -3.020
H -1.788 -2.317 0.556
```

What did the eighth record say?
This record from OMol25 describes an isolated molecule of C3H6O2 at a distorted geometry. The level of theory is wB97M-V/def2-TZVPD.

## Properties
HOMO level: -10.00 eV
frontier orbital gap: 10.6 eV
relative energy (zero: lowest compared OMol25 entry of this formula, charge and spin): 2.2331 eV
2S+1: 1

```
11
C3H6O2 | OMol25 | wB97M-V/def2-TZVPD
O 1.276 -1.010 -0.121
O -1.959 0.088 0.061
C 0.714 1.375 -0.133
C 0.404 -0.083 0.388
C -0.918 -0.505 -0.158
H -0.753 -1.529 -0.838
H 0.345 -0.017 1.556
H -0.299 2.015 -0.268
H 1.257 1.102 -1.209
H 1.595 1.907 0.347
H 2.123 -0.826 0.312
```

Q: What is the formula in the third record?
A: CH7N2O